Formula: C2H3FSi
Source: OMol25
Level of theory: the ωB97M-V functional and the def2-TZVPD basis

The geometry in ORCA input format:
```
! RIJCOSX wB97M-V def2-TZVPD def2/J DEFGRID3
* xyz 0 1
Si 0.16 -0.33 0.01
F -3.24 -0.72 0.18
C -1.25 0.72 -0.08
C -3.07 0.57 0.22
H 0.30 -1.67 -0.40
H 1.39 0.21 0.49
H -0.91 1.83 -0.05
*
```

- E_LUMO (eV) = -0.89
- HOMO-LUMO gap (eV) = 7.957
- relative energy (zero: lowest compared OMol25 entry of this formula, charge and spin) (kJ/mol) = 571.6
- HOMO level (eV) = -8.85

=====

Formula: C23H31NO2P2Yb
Source: OMol25
Level of theory: the ωB97M-V functional and the def2-TZVPD basis

The geometry in ORCA input format:
```
! RIJCOSX wB97M-V def2-TZVPD def2/J DEFGRID3
* xyz 1 2
Yb -1.91 -0.96 -0.28
P 0.25 1.72 1.13
P -0.21 -1.28 2.26
O -2.99 1.12 2.49
O -1.73 0.68 -1.41
N 2.47 -0.62 0.05
C -2.63 1.52 -2.11
C 2.01 2.18 0.61
C 2.13 0.23 -0.97
C 1.49 0.61 -3.29
C -1.17 -2.83 2.49
C 1.24 -3.86 -1.23
C 2.00 -1.91 0.01
C -0.61 3.14 0.36
C 1.39 -2.48 -1.14
C 1.95 1.93 -3.18
C -3.96 0.79 -2.28
C -1.98 2.00 -3.39
C 1.52 -0.23 -2.17
C 0.77 -1.52 -2.11
C 1.84 -4.09 1.11
C 1.54 -1.97 2.48
C 1.90 -2.70 1.23
C 2.24 2.47 -1.92
C 0.34 2.43 2.81
C 1.55 -4.67 -0.14
C -2.56 0.41 1.68
C 2.20 1.66 -0.79
C -0.35 -0.68 3.99
H 0.44 0.03 4.21
H 1.56 -2.61 3.37
H 2.46 3.54 -1.81
H -1.03 2.50 -3.16
H -0.81 -3.30 3.41
H -3.85 -0.11 -2.89
H -1.33 -0.21 4.15
H 0.60 3.50 2.73
H -1.03 -3.52 1.66
H -0.67 2.99 -0.73
H 2.19 -1.09 2.61
H 1.55 -5.75 -0.24
H 0.68 -1.97 -3.11
H -0.06 4.06 0.58
H 1.13 0.20 -4.23
H -0.63 2.33 3.30
H -1.62 3.20 0.77
H -2.61 2.71 -3.94
H -0.25 -1.55 4.65
H 2.04 2.54 -4.07
H 2.13 3.27 0.68
H -4.72 1.44 -2.74
H -4.36 0.48 -1.31
H 0.89 -4.28 -2.18
H -1.74 1.15 -4.05
H 1.11 1.92 3.40
H -2.24 -2.60 2.61
H -2.82 2.41 -1.49
H 1.94 -4.71 2.01
H 2.67 1.65 1.30
H -0.36 -1.29 -1.75
*
```

- E_LUMO (spin up / spin down) (eV) = -3.80 / -4.48
- HOMO-LUMO gap (spin up / spin down) (eV) = 6.361 / 6.405
- relative energy (zero: lowest compared OMol25 entry of this formula, charge and spin) (kJ/mol) = 0.0
- HOMO level (spin up / spin down) (eV) = -10.16 / -10.89

=====

Formula: C18H27BN
Source: OMol25
Level of theory: the ωB97M-V functional and the def2-TZVPD basis

The geometry in ORCA input format:
```
! RIJCOSX wB97M-V def2-TZVPD def2/J DEFGRID3
* xyz 1 1
N 2.05 -0.17 -0.06
C -2.05 -1.32 2.02
C -0.05 2.09 -3.98
C 0.71 0.06 -0.23
C 2.53 0.20 -2.33
C -0.28 -0.67 3.72
C -3.88 0.18 1.53
C -1.63 -0.50 3.08
C -0.03 0.07 5.04
C -2.35 0.68 3.33
C -3.15 -0.97 1.24
C -3.46 1.02 2.56
C 2.95 -0.09 -1.05
C -0.27 -0.38 -4.47
C 0.24 0.32 -1.50
C 1.16 0.41 -2.56
C 0.20 -2.13 3.77
C 0.67 0.73 -3.97
C 1.85 0.81 -4.94
B 2.64 -0.51 1.21
H -4.72 0.47 0.90
H -0.38 2.31 -5.00
H -2.01 1.34 4.15
H -4.00 1.95 2.78
H 0.08 1.14 4.86
H -0.61 -0.14 -5.48
H 3.30 0.26 -3.10
H 1.04 -2.22 4.46
H 2.53 -1.67 1.47
H 0.36 -0.12 3.06
H -0.86 0.45 -1.63
H 2.55 1.60 -4.64
H 1.48 1.05 -5.94
H -0.61 -2.80 4.09
H 2.39 -0.14 -4.99
H 0.09 0.02 0.67
H -1.15 -0.49 -3.82
H 0.92 -0.27 5.45
H 2.96 0.46 1.82
H -3.44 -1.61 0.41
H -0.92 2.09 -3.32
H -1.49 -2.25 1.80
H 3.99 -0.26 -0.81
H 0.64 2.88 -3.66
H -0.81 -0.07 5.80
H 0.54 -2.44 2.77
H 0.26 -1.34 -4.50
*
```

- E_LUMO (eV) = -4.27
- HOMO-LUMO gap (eV) = 7.259
- relative energy (zero: lowest compared OMol25 entry of this formula, charge and spin) (kJ/mol) = 0.0
- HOMO level (eV) = -11.53

=====

Formula: C45H69BINO12SSi
Source: OMol25
Level of theory: the ωB97M-V functional and the def2-TZVPD basis

The geometry in ORCA input format:
```
! RIJCOSX wB97M-V def2-TZVPD def2/J DEFGRID3
* xyz 0 1
I -3.34 -2.30 3.97
S -5.16 0.33 5.55
Si 1.99 -4.90 -3.51
O 10.83 2.07 -5.99
O -11.62 2.37 5.04
O 5.68 -3.30 -7.64
O -8.26 -0.39 5.94
O 8.81 1.15 -6.47
O 9.30 2.06 -4.45
O -3.26 1.63 9.94
O -2.31 2.02 11.85
O 4.56 -5.06 -8.23
O 6.35 -4.45 -9.48
O -3.43 0.06 11.57
O -11.06 0.15 6.00
N -4.94 3.11 4.55
C 9.58 1.70 -5.71
C -6.31 2.72 4.74
C -3.40 -0.22 3.36
C -7.46 3.61 4.46
C 1.93 -3.25 -4.46
C -2.06 1.63 13.20
C -0.92 1.24 -1.69
C -0.70 -1.27 -2.18
C -6.63 1.37 5.26
C -3.50 4.14 2.13
C 4.33 -6.13 -9.15
C 3.38 -5.94 -4.34
C -8.82 3.14 4.71
C -0.78 1.17 -0.09
C 3.27 -3.64 0.47
C 0.01 0.14 -2.34
C 1.76 -5.79 -0.75
C -3.42 2.63 2.53
C -2.63 1.63 1.76
C -2.79 5.09 3.22
C 5.61 -4.29 -8.54
C -5.00 4.61 1.82
C -3.04 1.12 11.16
C 1.96 -5.78 0.69
C -5.53 0.97 9.39
C 0.28 -5.75 -3.81
C -2.65 0.23 2.18
C 2.30 -4.73 -1.64
C 6.36 -1.34 -8.91
C -7.99 0.91 5.49
C -1.86 2.15 0.51
C -9.14 1.78 5.21
C -0.34 5.39 2.26
C 10.78 2.83 -8.29
C 3.06 -3.67 -0.98
C 6.74 -2.35 -7.85
C -0.28 -2.16 -3.45
C -4.06 0.81 9.07
C -1.76 6.05 2.47
C -4.15 0.78 4.09
C 11.28 1.78 -7.32
C 2.72 -4.69 1.34
C 1.28 -2.04 -3.67
C 7.96 1.78 -4.04
C -4.18 2.21 3.73
B -10.67 1.39 5.43
H -2.10 -0.57 1.62
H 1.33 -3.37 -5.41
H 0.16 0.44 -3.41
H -0.33 -1.83 -1.27
H -5.30 5.47 2.49
H -1.32 3.08 0.83
H 3.85 -2.84 0.99
H -0.22 -5.97 -2.83
H -1.82 -1.19 -2.08
H -3.86 1.16 8.06
H 2.99 -2.93 -4.73
H -0.62 -3.20 -3.22
H -1.35 2.34 13.62
H 11.20 2.67 -9.28
H 7.12 -0.56 -8.99
H -0.39 -5.10 -4.45
H -0.30 4.30 2.57
H 3.14 -7.02 -4.19
H -5.76 0.59 10.38
H -2.17 4.47 3.91
H -1.62 0.63 13.25
H 3.48 -2.83 -1.57
H -0.91 0.10 0.16
H -5.08 5.02 0.77
H -9.70 3.80 4.52
H 0.43 5.95 2.85
H -1.65 7.01 3.03
H 5.23 -6.72 -9.30
H -2.94 4.36 1.18
H 3.36 -5.65 -5.43
H -0.86 -1.73 -4.32
H 10.98 0.78 -7.62
H 0.96 0.14 -1.75
H -3.53 5.76 3.74
H -5.75 3.78 1.95
H 0.02 5.42 1.19
H 7.27 2.44 -4.56
H 3.97 -5.73 -10.10
H 4.34 -5.61 -3.88
H 7.90 1.97 -2.97
H 3.56 -6.77 -8.72
H 0.50 -6.67 -4.41
H 1.74 -1.94 -2.65
H 11.05 3.83 -7.95
H -6.14 0.42 8.66
H 5.40 -0.87 -8.66
H -0.75 2.28 -2.08
H -3.74 -0.23 9.12
H 6.24 -1.81 -9.88
H -10.84 -0.53 5.33
H -2.57 2.49 -0.30
H 12.37 1.80 -7.29
H -7.24 4.62 4.05
H 7.70 0.73 -4.22
H 9.69 2.80 -8.37
H 1.56 -1.10 -4.23
H -4.84 4.09 4.28
H 7.67 -2.86 -8.10
H 1.17 -6.63 -1.19
H 1.54 -6.61 1.32
H -2.15 6.32 1.44
H 2.86 -4.71 2.44
H 6.89 -1.85 -6.89
H -7.82 -0.50 6.81
H -2.00 0.96 -1.88
H 0.23 1.57 0.17
H -2.98 1.67 13.78
H -12.07 2.11 4.22
H -5.82 2.02 9.37
*
```

- E_LUMO (eV) = 0.27
- HOMO-LUMO gap (eV) = 8.269
- HOMO level (eV) = -8.00